# 1
Computed, not measured: a molecular structure, C9H18Br2, with wB97M-V/def2-TZVPD.

```
! RIJCOSX wB97M-V def2-TZVPD def2/J DEFGRID3
* xyz 0 1
C -1.33488 1.84978 1.29528
C 0.87907 2.93681 1.16951
C -0.99589 3.60613 -0.43489
C -0.89395 -2.93038 0.08601
C 0.77160 -2.74598 -1.74203
C 1.46314 -2.00035 0.60052
C -0.55593 2.80527 0.80768
C 0.30060 -2.02991 -0.41824
C -0.10414 -0.56724 -0.70965
Br -1.55783 -0.40049 -1.97186
Br 1.30494 0.43170 -1.39097
H -1.09701 1.17986 2.08190
H -0.48866 -0.11247 0.18266
H -2.40471 1.67101 0.98611
H 1.65684 2.66577 0.37361
H 0.92290 3.88989 1.63262
H 1.35481 2.33314 1.96232
H -0.21059 3.79782 -1.16103
H -1.30466 4.63333 0.08006
H -1.85090 3.11413 -0.89737
H -0.46392 -3.86807 0.32089
H -1.24883 -2.60747 1.11315
H -1.83054 -2.89675 -0.58681
H 1.62588 -2.32507 -2.21846
H 0.97919 -3.75872 -1.44067
H -0.08892 -2.75969 -2.40250
H 2.28770 -1.58627 0.11768
H 1.17118 -1.40290 1.45626
H 1.71354 -2.92287 1.10824
*
```

## Properties
E_tot = -5501.6828 Eh
energy above the lowest of the compared OMol25 structures with the same formula, charge and spin = 0.0 kcal/mol
frontier orbital gap = 0.3647 Eh
E_LUMO = 0.60 eV

# 2
Computed, not measured: a molecular structure, C9H18BrClNO7S2, with wB97M-V/def2-TZVPD.

```
! RIJCOSX wB97M-V def2-TZVPD def2/J DEFGRID3
* xyz -1 1
O -2.26793 -5.60442 -0.01727
S -1.92824 -5.61395 -1.46525
O -0.49760 -5.96924 -1.65690
Cl -3.01360 -7.23504 -2.24318
N -2.42825 -4.25231 -2.29221
S -1.42502 -2.95769 -1.96347
O -0.01217 -3.17965 -2.35990
O -1.56060 -2.42419 -0.57776
Br -2.12035 -1.27162 -3.29475
C -6.22008 -0.12052 0.16663
C -4.90148 -0.68362 -0.30653
O -4.81360 -1.26790 -1.36552
C -3.70529 -0.49338 0.58544
H -6.99164 -0.33160 -0.57380
H -6.50400 -0.58414 1.11296
H -6.13898 0.96073 0.29255
H -3.87936 -0.97846 1.54888
H -3.51168 0.57122 0.73374
H -2.83842 -0.94312 0.12036
C 0.99554 -0.48797 0.20081
C 0.40331 0.82542 0.65251
O -0.79538 1.01818 0.67051
C 1.37109 1.90045 1.07761
H 0.19450 -1.17281 -0.07663
H 1.63495 -0.32145 -0.66878
H 1.57474 -0.93559 1.01159
H 2.02712 2.15839 0.25006
H 1.96270 1.55383 1.92711
H 0.81768 2.79024 1.37499
C 5.42133 2.28565 0.27183
C 4.84725 3.60371 0.72244
O 3.65403 3.79594 0.73965
C 5.82002 4.67194 1.15073
H 4.61101 1.61345 -0.00587
H 6.06581 2.43694 -0.59577
H 5.99238 1.83123 1.08327
H 6.48185 4.92706 0.32131
H 6.40855 4.32117 2.00029
H 5.26983 5.56313 1.44833
*
```

## Properties
E_tot = -4765.7700 Eh
frontier orbital gap = 0.3024 Eh
E_LUMO = 2.10 eV

# 3
Computed, not measured: a gas-phase ion, C9H18ClFIN2O (charge +1), with wB97M-V/def2-TZVPD.

```
! RIJCOSX wB97M-V def2-TZVPD def2/J DEFGRID3
* xyz 1 1
N 1.43341 -1.43832 2.57646
C 0.46948 -1.74923 1.54473
C -0.05461 -0.53862 0.76522
O 0.24292 0.71655 1.38059
C -0.41152 1.69713 0.63860
C 0.34393 2.46813 -0.40844
C 1.14347 1.67275 -1.43438
C 2.43698 1.05058 -0.92622
Cl 3.34135 2.11766 0.16926
N -1.69045 1.01610 0.19393
C -1.52835 -0.49660 0.40812
I -2.86543 -1.05182 2.01653
C -1.95911 -1.28056 -0.86553
C -0.94775 -2.26281 -1.43510
F -1.13992 -3.50767 -0.86423
H 2.35506 -1.26343 2.19845
H 1.16156 -0.64117 3.13676
H -0.34096 -2.32925 1.97144
H 0.95935 -2.39844 0.83248
H 0.48880 -0.50807 -0.18026
H -0.73121 2.44553 1.35835
H -0.40715 3.03356 -0.95781
H 0.96547 3.20558 0.06540
H 0.54704 0.90421 -1.91743
H 1.42000 2.36722 -2.21584
H 2.30541 0.10717 -0.41572
H 3.07765 0.86082 -1.77176
H -2.09132 1.31754 -0.69562
H -2.38445 1.29106 0.89428
H -2.81676 -1.87653 -0.60945
H -2.30096 -0.62086 -1.65233
H -1.10980 -2.33799 -2.50487
H 0.08784 -1.97024 -1.29560
*
```

## Properties
E_tot = -1395.9486 Eh
energy above the lowest of the compared OMol25 structures with the same formula, charge and spin = 0.0 kcal/mol
frontier orbital gap = 0.3260 Eh
E_LUMO = -3.75 eV

# 4
Computed, not measured: a molecular structure, C9H18ClIN2O2PPbS, with wB97M-V/def2-TZVPD.

```
! RIJCOSX wB97M-V def2-TZVPD def2/J DEFGRID3
* xyz 3 1
C 3.11109 0.47851 -1.86422
C 1.59357 0.59485 -1.93624
H 3.53477 0.81807 -2.81284
H 3.40283 -0.55297 -1.65200
H 3.49867 1.06614 -1.02862
O 1.07507 1.01531 -2.95606
I -1.33291 -0.68787 1.86657
Pb 0.42975 0.03734 -0.30147
P 0.29519 -2.22223 -1.01095
C -1.19135 -2.56286 -2.01356
C 1.67464 -2.80687 -2.06055
H 0.89233 -3.11847 1.14365
H 0.50171 -4.42437 -0.02830
H -0.80168 -3.44865 0.73470
C 0.21916 -3.43428 0.34459
H 2.61094 -2.72500 -1.50328
H 1.51931 -3.85198 -2.34716
H -1.21993 -3.61595 -2.31040
H -1.18618 -1.93412 -2.90822
H 1.74311 -2.18679 -2.95813
H -2.07213 -2.32047 -1.41183
C -1.10975 0.48923 -1.23490
O -2.07508 0.76608 -1.80385
Cl 2.37245 -0.57468 0.98206
S 0.68860 2.39777 0.49473
C -0.53257 2.56184 1.54941
N -1.81060 3.00147 1.20052
C -2.56246 3.26866 2.40250
C -1.58227 2.97451 3.56956
N -0.36226 2.53835 2.93629
H -2.15367 3.14180 0.23988
H -3.45212 2.60558 2.44276
H -2.87609 4.33484 2.41873
H -1.97442 2.18039 4.23915
H -1.37764 3.90009 4.15071
H 0.50993 2.29673 3.42678
*
```

## Properties
E_tot = -2302.6527 Eh
energy above the lowest of the compared OMol25 structures with the same formula, charge and spin = 157.5 kcal/mol
frontier orbital gap (spin up / spin down) = 0.1565 / 0.1562 Eh
E_LUMO (spin up / spin down) = -15.14 / -15.14 eV

# 5
Computed, not measured: a molecular structure, C9H18CrOP, with wB97M-V/def2-TZVPD.

```
! RIJCOSX wB97M-V def2-TZVPD def2/J DEFGRID3
* xyz 0 4
C 1.88125 -2.22066 -1.20510
C 1.31003 -3.07906 -0.22635
C -0.08724 -3.16565 -0.38603
C -0.43842 -2.46115 -1.58448
C 0.74426 -1.76911 -2.08215
Cr 2.07127 0.97399 -2.19438
P 3.43580 2.59379 -0.70929
H 2.97242 -2.17994 -1.48101
H 1.84109 -3.66383 0.49928
H -0.78699 -3.84313 0.17022
H 0.84591 -1.62316 -3.20689
H -1.39576 -2.00855 -1.80390
H 3.76695 3.38436 -1.85156
H 4.61809 1.94078 -0.16819
H 2.58052 3.14866 0.35583
C -1.77289 2.66387 1.08780
C -0.53842 1.82504 0.76699
O -0.81399 0.66306 -0.05921
C -1.95614 -0.10862 0.40730
C -1.83512 -0.70214 1.80457
H -2.37515 2.76414 0.18094
H -1.47580 3.66311 1.41874
H -2.37002 2.21449 1.88509
H 0.14692 2.43601 0.15413
H -0.01432 1.52159 1.69242
H -2.82671 0.56767 0.34901
H -2.06736 -0.94354 -0.30180
H -1.74309 0.07680 2.57346
H -2.74173 -1.28357 2.02332
H -0.97535 -1.38526 1.89125
*
```

## Properties
E_tot = -1814.4502 Eh
<S²> = 3.79
frontier orbital gap (spin up / spin down) = 0.1925 / 0.1876 Eh
E_LUMO (spin up / spin down) = -1.05 / -1.19 eV

# 6
Computed, not measured: a molecular structure, C9H18F3I2LuO3P2, with wB97M-V/def2-TZVPD.

```
! RIJCOSX wB97M-V def2-TZVPD def2/J DEFGRID3
* xyz 2 1
I 2.45759 -2.14195 0.53330
I -2.67547 0.88485 -0.57466
Lu -0.06028 -0.75742 -0.34915
P 1.29674 0.22603 -2.35980
C 2.31676 1.65959 -2.00348
C 2.28191 -1.14949 -2.99075
H 2.49805 -0.76870 -4.00681
H 0.50053 0.71437 -4.42817
H 1.67213 -2.08569 -2.98979
H -0.77174 -0.24480 -3.53618
H 3.01194 1.35505 -1.19647
H 3.16987 -1.27030 -2.32705
C -0.05495 0.59679 -3.49195
H 2.76002 1.89722 -2.97052
H -0.57423 1.51172 -3.16048
H 1.71843 2.51555 -1.65420
P -1.16275 -1.81377 1.84016
C -0.85897 -0.94879 3.38908
C -2.93848 -1.85263 1.47541
H -0.60566 -3.99199 0.95322
H -1.36451 -4.00624 2.61215
H 0.40780 -3.55727 2.36732
C -0.61645 -3.53675 1.96083
H -3.08861 -2.20502 0.43826
H -3.34878 -2.54647 2.21692
H -1.43205 -1.52055 4.13182
H -1.20098 0.09618 3.28625
H -3.33390 -0.82193 1.55121
H 0.22550 -0.96161 3.58831
C 1.06338 0.68825 1.36428
O 1.54671 1.60371 1.89579
F 0.24898 4.11004 1.85204
C -0.66898 3.34667 1.17494
F -1.03524 2.35941 2.07957
F -1.77020 4.09291 0.94566
C -0.02527 2.94936 -0.26165
O 0.19615 3.87655 -1.01528
O 0.21501 1.69710 -0.34010
*
```

## Properties
E_tot = -3392.0608 Eh
energy above the lowest of the compared OMol25 structures with the same formula, charge and spin = 71.6 kcal/mol
frontier orbital gap (spin up / spin down) = 0.2024 / 0.1746 Eh
E_LUMO (spin up / spin down) = -10.60 / -11.08 eV

# 7
Computed, not measured: a molecular structure, C9H18F3I2O3P2V, with wB97M-V/def2-TZVPD.

```
! RIJCOSX wB97M-V def2-TZVPD def2/J DEFGRID3
* xyz 2 3
I 0.40153 -1.14655 -3.72895
I -0.49654 1.55516 -2.50861
V 0.00034 -0.16653 -0.46639
P -2.52608 -0.18143 -0.22438
C -3.33268 1.34747 0.29341
C -2.96362 -0.67910 -1.88923
H -4.03720 -0.80090 -2.06262
H -4.13286 -1.65787 1.03662
H -2.43176 -1.61294 -2.11543
H -2.49119 -2.32054 0.78248
H -3.02143 2.16898 -0.36639
H -2.56210 0.05474 -2.62348
C -3.06164 -1.40420 0.98285
H -4.43100 1.38865 0.37896
H -2.72673 -1.05086 1.96892
H -2.91202 1.57765 1.29262
P 2.53102 -0.09816 -0.20664
C 3.25899 1.45888 0.35276
C 3.17261 -1.30256 0.98099
H 2.50086 -1.53285 -2.09693
H 4.07974 -0.68601 -2.05295
H 2.59096 0.13423 -2.61916
C 3.00594 -0.57308 -1.87292
H 2.61978 -2.23754 0.81261
H 4.25279 -1.52798 0.96278
H 4.34684 1.56126 0.47650
H 2.78064 1.62965 1.34254
H 2.90941 -0.94415 1.98811
H 2.92720 2.27852 -0.29752
C -0.01345 1.48023 0.36100
O -0.12964 2.61258 0.70120
F 0.32453 -0.84562 5.40062
C 0.09581 -1.29739 4.12315
F 1.04997 -2.27631 3.91160
F -1.12586 -1.92312 4.16378
C 0.22128 -0.32384 2.87287
O 0.92310 0.67103 2.95894
O -0.38234 -0.82110 1.86849
*
```

## Properties
E_tot = -3100.4895 Eh
<S²> = 2.05
energy above the lowest of the compared OMol25 structures with the same formula, charge and spin = 6.8 kcal/mol
frontier orbital gap (spin up / spin down) = 0.1731 / 0.1733 Eh
E_LUMO (spin up / spin down) = -11.49 / -11.49 eV